Molecular formula: C19H24N4O2
Method: DFT, ωB97M-V with the def2-TZVPD basis set

Results
- total energy (Eh) = -1107.95107
- frontier orbital gap (Ha) = 0.32640
- SMILES string = CC(C)CCNC(=O)CCc1nnc(Cc2c[nH]c3ccccc23)o1
- energy above the lowest of the compared OMol25 structures with the same formula, charge and spin (kcal/mol) = 12.7

Structure (ORCA input):
```
! wB97M-V def2-TZVPD RIJCOSX def2/J DEFGRID3
* xyz 0 1
C 0.136 2.050 1.207
H -0.836 2.392 0.858
H 0.217 2.290 2.265
H 0.190 0.970 1.105
C 1.258 2.728 0.425
C 2.617 2.200 0.879
H 2.709 1.137 0.669
H 2.741 2.351 1.949
H 3.421 2.722 0.364
C 1.083 2.597 -1.095
C 0.950 1.168 -1.638
N -0.412 0.684 -1.632
C -1.154 0.649 -2.755
O -0.727 0.982 -3.842
C -2.584 0.138 -2.599
H -3.126 0.489 -3.477
H -2.561 -0.953 -2.650
C -3.327 0.582 -1.324
C -3.206 -0.419 -0.239
N -3.960 -1.447 -0.046
N -3.462 -2.120 1.013
C -2.426 -1.471 1.426
O -2.202 -0.364 0.675
C -1.532 -1.830 2.552
C -0.093 -1.630 2.194
C 0.882 -1.106 2.993
N 2.074 -1.080 2.324
C 1.891 -1.583 1.069
C 2.789 -1.744 0.020
C 2.306 -2.268 -1.159
C 0.965 -2.637 -1.295
C 0.072 -2.490 -0.258
C 0.528 -1.947 0.945
H -0.957 -2.800 -0.370
H 0.629 -3.048 -2.235
H 2.974 -2.400 -1.997
H 3.828 -1.465 0.129
H 2.945 -0.746 2.700
H 0.808 -0.747 4.001
H -1.741 -2.874 2.803
H -1.779 -1.215 3.422
H -4.389 0.675 -1.550
H -2.952 1.547 -0.980
H -0.797 0.384 -0.752
H 1.577 0.471 -1.080
H 1.262 1.158 -2.686
H 0.199 3.157 -1.406
H 1.946 3.064 -1.572
H 1.225 3.801 0.652
*
```


Molecular formula: C19H24N5O9S2Ti
Method: DFT, ωB97M-V with the def2-TZVPD basis set

Results
- total energy (Eh) = -3335.04821
- frontier orbital gap (Ha) = 0.30687
- energy above the lowest of the compared OMol25 structures with the same formula, charge and spin (kcal/mol) = 22.5

Structure (ORCA input):
```
! wB97M-V def2-TZVPD RIJCOSX def2/J DEFGRID3
* xyz 1 1
Ti 0.801 -0.300 -0.686
C 1.601 -4.571 -1.729
C 1.052 -3.381 -1.027
N 1.749 -2.345 -0.736
N 3.084 -2.308 -1.018
C 3.752 -1.317 -0.375
N 5.033 -1.146 -0.658
S 2.946 -0.392 0.786
C -0.323 -3.310 -0.497
C -1.261 -4.315 -0.653
C -2.496 -4.177 -0.031
C -2.734 -3.058 0.743
C -1.734 -2.097 0.844
N -0.568 -2.210 0.233
H 2.588 -4.817 -1.334
H 0.959 -5.439 -1.638
H 1.703 -4.318 -2.786
H 3.389 -2.645 -1.924
H 5.524 -1.676 -1.360
H 5.535 -0.427 -0.164
H -1.054 -5.193 -1.247
H -3.254 -4.940 -0.142
H -3.674 -2.923 1.260
H -1.875 -1.211 1.451
O 1.248 1.634 1.943
C 0.148 1.229 1.668
O -0.045 0.316 0.706
C -1.087 1.683 2.370
C -0.965 2.291 3.615
C -2.097 2.718 4.284
C -3.335 2.530 3.694
C -3.478 1.936 2.450
C -2.343 1.506 1.790
N -4.545 2.979 4.409
O -4.391 3.485 5.501
O -5.613 2.805 3.856
H 0.023 2.419 4.034
H -2.042 3.189 5.255
H -4.467 1.817 2.034
H -2.426 1.050 0.813
C 3.179 2.539 -1.077
C 1.783 2.979 -1.451
O 0.737 2.030 -1.103
C -0.545 2.721 -1.200
C -1.682 1.893 -1.762
H 3.876 3.322 -1.377
H 3.448 1.626 -1.596
H 3.254 2.396 -0.002
H 1.711 3.165 -2.525
H 1.555 3.902 -0.915
H -0.399 3.587 -1.845
H -0.793 3.092 -0.201
H -1.453 1.579 -2.776
H -2.588 2.498 -1.778
H -1.869 1.008 -1.159
O -0.222 -0.927 -2.064
S 0.891 -0.694 -3.124
O 1.385 -1.953 -3.593
O 1.918 -0.122 -2.119
O 0.486 0.287 -4.063
*
```


Molecular formula: C19H24N8O2Re
Method: DFT, ωB97M-V with the def2-TZVPD basis set

Results
- expectation value of S² = 0.760
- total energy (Eh) = -1404.74370
- frontier orbital gap (alpha / beta) (Ha) = 0.23504 / 0.20791
- energy above the lowest of the compared OMol25 structures with the same formula, charge and spin (kcal/mol) = 39.8

Structure (ORCA input):
```
! wB97M-V def2-TZVPD RIJCOSX def2/J DEFGRID3
* xyz 2 2
Re 0.565 0.320 -0.077
C 0.676 -0.351 4.297
C -0.661 -0.263 4.644
C -1.596 -0.026 3.648
C -1.174 0.131 2.339
N 0.143 0.091 2.006
C 1.034 -0.158 2.976
C -2.089 0.298 1.193
C -3.528 0.182 1.347
C -4.319 0.130 0.271
C -3.769 0.258 -1.104
C -2.247 0.520 -1.185
N -1.486 0.465 0.058
H 1.441 -0.549 5.034
H -0.976 -0.385 5.672
H -2.645 0.029 3.893
H 2.072 -0.191 2.677
H -3.940 0.082 2.338
H -5.387 -0.017 0.384
H -4.383 0.932 -1.702
H -1.914 1.371 -1.770
N 2.708 -0.269 -0.400
C 2.975 -1.665 0.044
C 1.804 -2.523 -0.376
N 0.567 -1.873 0.145
H 2.835 -0.214 -1.410
H 3.403 0.344 0.016
H 3.070 -1.656 1.131
H 3.911 -2.043 -0.367
H 1.885 -3.545 -0.009
H 1.729 -2.566 -1.462
H 0.435 -2.146 1.115
H -0.239 -2.239 -0.375
N 0.863 4.218 -1.806
C 1.027 3.125 -1.092
O 0.217 2.171 -1.155
C 2.162 2.924 -0.154
C 1.616 1.949 0.889
H 0.090 4.290 -2.451
H 1.511 4.987 -1.746
H 2.557 3.853 0.260
H 2.965 2.478 -0.752
H 0.863 2.473 1.487
H 2.394 1.636 1.584
N 0.783 -1.674 -3.730
C 0.036 -1.131 -2.756
O 0.643 -0.192 -2.063
C -1.254 -1.612 -2.503
C -1.659 -2.767 -3.235
N -1.951 -3.730 -3.794
C -2.277 -0.823 -1.874
N -3.546 -1.054 -1.774
H 1.695 -1.299 -3.921
H 0.366 -2.296 -4.407
*
```


Molecular formula: C19H24O8P2
Method: DFT, ωB97M-V with the def2-TZVPD basis set

Results
- total energy (Eh) = -2022.36261
- frontier orbital gap (Ha) = 0.22844
- SMILES string = CP(O)c1cccc2c1C(=O)c1ccc(P(=O)(O)O)cc1C2=O.CCO.CCO
- energy above the lowest of the compared OMol25 structures with the same formula, charge and spin (kcal/mol) = 415.6

Structure (ORCA input):
```
! wB97M-V def2-TZVPD RIJCOSX def2/J DEFGRID3
* xyz 0 1
C 9.756 1.713 1.093
P 7.845 2.009 1.334
O 7.536 3.425 0.333
C 6.994 0.444 0.647
C 7.932 -0.904 0.338
C 7.251 -2.322 -0.228
C 5.643 -2.384 -0.535
C 4.722 -1.029 -0.221
C 5.373 0.385 0.389
C 4.307 1.595 0.682
O 4.591 2.888 0.853
C 2.695 1.185 0.841
C 1.651 2.198 1.645
C 0.043 1.787 1.853
C -0.530 0.354 1.210
P -2.420 0.010 1.464
O -3.143 0.790 0.252
O -2.802 -1.708 1.259
O -3.054 0.668 2.949
C 0.486 -0.692 0.406
C 2.067 -0.210 0.238
C 3.101 -1.204 -0.565
O 2.689 -2.159 -1.438
H 10.356 2.734 1.189
H 9.885 1.377 -0.045
H 10.174 0.862 1.780
H 7.127 4.083 0.999
H 9.092 -0.935 0.494
H 7.949 -3.272 -0.404
H 5.175 -3.403 -0.939
H 2.089 3.224 2.066
H -0.722 2.483 2.443
H -2.165 -2.264 1.832
H -2.361 0.713 3.674
H 0.092 -1.712 -0.015
C -7.405 0.105 -0.053
C -6.959 1.444 0.496
O -6.014 1.251 1.538
H -7.852 -0.506 0.738
H -8.137 0.236 -0.854
H -6.551 -0.457 -0.445
H -7.812 1.993 0.906
H -6.499 2.056 -0.286
H -5.257 0.771 1.161
C -6.548 -2.102 -3.523
C -8.054 -2.263 -3.541
O -8.656 -1.288 -2.703
H -6.162 -2.208 -2.503
H -6.068 -2.849 -4.161
H -6.260 -1.104 -3.870
H -8.338 -3.253 -3.173
H -8.448 -2.146 -4.556
H -8.404 -0.412 -3.044
*
```


Molecular formula: C19H25BCl3NO3
Method: DFT, ωB97M-V with the def2-TZVPD basis set

Results
- total energy (Eh) = -2424.92084
- frontier orbital gap (Ha) = 0.20640
- energy above the lowest of the compared OMol25 structures with the same formula, charge and spin (kcal/mol) = 31.3

Structure (ORCA input):
```
! wB97M-V def2-TZVPD RIJCOSX def2/J DEFGRID3
* xyz 0 1
Cl -3.455 2.028 -0.201
B -2.482 1.493 1.233
Cl -3.030 2.174 2.858
Cl -2.297 -0.369 1.313
O -0.988 2.084 0.996
C 0.033 1.753 1.662
C 1.327 1.958 1.087
C 2.480 1.322 1.608
C 3.723 1.529 1.017
C 3.840 2.339 -0.117
C 2.698 2.941 -0.668
C 1.449 2.750 -0.090
H -0.180 1.046 2.575
H 2.368 0.654 2.464
H 4.603 1.044 1.447
H 4.817 2.495 -0.578
H 2.786 3.560 -1.563
H 0.551 3.183 -0.535
C 3.419 -2.241 2.863
O 1.982 -2.213 2.783
C 1.415 -1.379 3.673
O 2.088 -0.751 4.484
C -0.087 -1.308 3.513
C -0.719 -2.713 3.555
C -1.297 -2.852 4.955
C -1.496 -1.427 5.481
N -0.696 -0.580 4.612
C -0.684 0.747 4.723
C 0.157 1.526 3.793
C 0.164 3.030 4.002
C -0.028 3.421 5.475
C -1.351 2.867 5.998
C -1.421 1.333 5.882
H 3.723 -2.920 2.067
H 3.834 -1.239 2.697
H 3.736 -2.614 3.843
H -0.302 -0.850 2.537
H -1.516 -2.712 2.806
H 0.006 -3.487 3.293
H -2.241 -3.403 4.956
H -0.596 -3.384 5.607
H -2.560 -1.149 5.439
H -1.183 -1.347 6.533
H 1.184 1.168 3.950
H 1.115 3.441 3.639
H -0.642 3.478 3.410
H 0.802 3.022 6.072
H -0.012 4.513 5.574
H -1.506 3.158 7.044
H -2.176 3.298 5.418
H -2.483 1.036 5.841
H -1.019 0.903 6.820
*
```


Molecular formula: C19H25CeClIO2P2
Method: DFT, ωB97M-V with the def2-TZVPD basis set

Results
- expectation value of S² = 0.879
- total energy (Eh) = -2804.58632
- frontier orbital gap (alpha / beta) (Ha) = 0.18317 / 0.18058

Structure (ORCA input):
```
! wB97M-V def2-TZVPD RIJCOSX def2/J DEFGRID3
* xyz 2 2
C -1.117 -1.807 -0.137
C 0.375 -1.910 -0.222
H -1.531 -2.709 0.342
H -1.535 -1.732 -1.146
H -1.445 -0.918 0.419
O 0.958 -2.420 -1.182
I 1.254 0.602 -0.677
Ce -2.640 1.063 2.437
P 0.356 1.098 -2.896
C 1.752 1.629 -3.893
C -0.363 -0.407 -3.560
H -1.694 2.101 -2.114
H -1.267 2.566 -3.802
H -0.410 3.323 -2.422
C -0.876 2.397 -2.787
H -1.420 -0.465 -3.264
H -0.290 -0.351 -4.656
H 1.420 1.711 -4.939
H 2.568 0.896 -3.825
H 0.167 -1.295 -3.187
H 2.108 2.609 -3.541
C 1.142 -1.812 1.169
O 2.302 -2.169 1.276
Cl -3.320 0.937 -0.082
C 0.484 -2.893 3.718
P 0.318 -1.328 2.845
C -1.362 -0.759 3.361
C -1.476 0.182 4.431
C -2.739 0.601 4.885
C -3.917 0.104 4.282
C -3.826 -0.875 3.266
C -2.563 -1.335 2.835
C 1.594 -0.269 3.584
C 2.679 -0.816 4.287
C 3.627 0.032 4.869
C 3.505 1.419 4.734
C 2.456 1.964 3.987
C 1.514 1.123 3.388
H -0.379 -3.522 3.470
H 0.501 -2.719 4.801
H 1.408 -3.392 3.402
H -0.577 0.670 4.808
H -2.804 1.423 5.602
H -4.892 0.514 4.547
H -4.721 -1.200 2.727
H -2.495 -2.094 2.058
H 2.784 -1.898 4.375
H 4.459 -0.400 5.424
H 4.238 2.079 5.201
H 2.361 3.045 3.859
H 0.727 1.546 2.752
*
```